Entry 1:
Density functional theory data (ωB97M-V/def2-TZVPD) for C17H18F7N2O4PdS3Si as an isolated structure.

Summary:
Total charge: +1
Energy above the lowest of the compared OMol25 structures with the same formula, charge and spin: 0.0 kcal/mol
Strongest force on any atom: 1.46 eV Å⁻¹
Gap between HOMO and LUMO (spin up / spin down): 7.40 / 6.10 eV
2S+1: 5

Geometry as XYZ:
```
53
Properties=species:S:1:pos:R:3:mulliken_charge:R:1
Pd -0.00178 -0.03583 0.43238 0.19
S -2.23262 -1.07626 0.33475 -0.01
S 1.96651 -1.75521 0.11605 1.10
S 2.31544 -0.27395 2.44461 1.25
Si -4.66628 -2.16020 -1.89474 0.33
F 0.42801 2.93368 5.30088 -0.31
F 2.11877 -2.61361 3.57874 -0.19
F 2.58205 -4.05100 -0.93102 -0.19
F 2.96517 -1.07526 4.85221 -0.20
F 3.21387 -3.79318 1.12923 -0.18
F 4.15484 -1.92906 3.25761 -0.20
F 4.28820 -2.79549 -0.47235 -0.19
O 0.74437 -2.28889 0.70400 -0.53
O 1.80160 -1.19513 -1.19970 -0.55
O 0.85400 -0.29958 2.56624 -0.64
O 2.98137 0.93165 2.78662 -0.64
N 2.77083 -0.77008 1.02384 -0.43
N -0.90611 -0.27164 -1.68078 0.30
C -5.55586 -2.49502 -3.51083 -1.10
C 2.93606 -1.56681 3.62873 0.56
C -0.90310 2.17947 0.00756 -0.86
C -0.51980 2.29025 1.36000 0.48
C -1.38007 1.83159 2.41997 -0.17
C -1.05603 2.04464 3.73007 -0.70
C -1.38751 -0.52854 -3.97283 -0.95
C -2.98976 -1.33682 -2.34359 0.29
C -4.27573 -3.74320 -0.94759 -1.03
C -2.59649 -1.12882 -3.66747 -0.05
C 0.11070 2.74256 4.03063 0.46
C 0.65954 3.01222 1.73144 -0.67
C -5.62472 -0.93191 -0.82604 -0.99
C 0.95347 3.25443 3.04122 -0.53
C -0.55788 -0.09808 -2.93320 -0.47
C 3.10441 -3.20682 -0.05558 0.52
C -2.06686 -0.89157 -1.37428 0.26
H -6.51966 -2.96351 -3.30387 0.33
H -3.68473 -4.42984 -1.55610 0.34
H -1.68251 1.68886 4.53665 0.49
H -1.94173 1.97560 -0.22097 0.47
H -1.08513 -0.39029 -5.00150 0.43
H -3.24968 -1.45251 -4.46814 0.45
H 0.39536 0.37919 -3.11934 0.47
H -0.33859 2.71683 -0.74280 0.33
H -6.59595 -1.34820 -0.55386 0.36
H -3.72082 -3.52983 -0.03480 0.33
H -5.80281 0.00349 -1.36002 0.34
H 1.83171 3.81217 3.33189 0.46
H -5.08520 -0.70812 0.09280 0.30
H -4.99578 -3.17380 -4.15686 0.34
H -2.32066 1.35954 2.16639 0.49
H -5.75179 -1.57583 -4.06641 0.34
H 1.28936 3.41806 0.95020 0.38
H -5.20036 -4.25263 -0.67116 0.36
```

Entry 2:
Density functional theory data (ωB97M-V/def2-TZVPD) for the molecule C6H15NSi2.

Summary:
Total charge: 0
Energy above the lowest of the compared OMol25 structures with the same formula, charge and spin: 30.9 kcal/mol
Strongest force on any atom: 5.47 eV Å⁻¹
Gap between HOMO and LUMO: 9.25 eV
2S+1: 1

Geometry as XYZ:
```
24
Properties=species:S:1:pos:R:3:mulliken_charge:R:1
Si -2.27712 1.10771 -0.20502 0.36
Si 1.77360 -0.50731 0.38008 0.43
N -1.44053 2.14423 -1.25445 -0.51
C 0.47924 -1.31371 1.58628 -1.09
C -3.42395 2.01673 0.95274 -0.88
C 2.71343 -2.98714 -0.69858 -0.67
C 0.65659 0.58444 -0.83022 -1.23
C 2.55329 -1.65199 -0.85419 -0.21
C -0.44793 1.55948 -0.25385 -0.12
H -4.07932 2.49925 0.25427 0.31
H 2.71919 -3.53542 0.18438 0.25
H 0.41086 -0.00285 -1.68711 0.54
H 1.16582 -1.95846 2.21444 0.28
H -2.78527 2.65581 1.52099 0.28
H -2.94858 -0.09465 -0.62286 -0.12
H -3.88222 1.19986 1.53574 0.23
H 2.78306 0.30183 0.97433 -0.19
H -0.06545 -1.99292 0.86204 0.24
H -1.15655 2.10144 -2.17362 0.26
H 3.00304 -1.16580 -1.73552 0.33
H -0.11139 2.38710 0.41285 0.30
H 1.36277 1.17118 -1.41370 0.50
H -0.09080 -0.80210 2.26084 0.45
H 3.08821 -3.71670 -1.40988 0.27
```

Entry 3:
Density functional theory data (ωB97M-V/def2-TZVPD) for a 11-piece molecular cluster, C42H96B5F20N6O3 overall.

Summary:
Total charge: +1
Strongest force on any atom: 4.61 eV Å⁻¹
Gap between HOMO and LUMO: 10.89 eV
2S+1: 1

Geometry as XYZ:
```
172
Properties=species:S:1:pos:R:3:mulliken_charge:R:1
F -2.42128 -3.23234 2.31626 -0.37
F -5.29323 3.98697 6.66085 -0.41
F 0.35474 4.50250 -0.02159 -0.11
F 1.54424 -1.82569 1.64107 0.05
F 2.69612 -3.71907 1.18604 -0.34
F 0.52906 4.89577 2.15280 -0.33
F 2.55365 -2.14693 -0.40167 -0.37
F -2.73752 1.46293 -2.61817 -0.37
F -3.07273 4.02526 6.11147 -0.40
F -3.28073 0.85272 -0.49262 -0.21
F 0.72204 -3.34503 0.12993 -0.24
F -4.56515 2.95954 4.79532 -0.32
F -4.62288 2.07655 -1.76215 -0.27
F 2.11411 5.70421 0.76286 -0.34
F -4.48968 5.18704 4.88218 -0.32
F -2.25857 -1.00439 2.46529 -0.10
F -2.65777 3.06184 -0.91260 -0.41
F -4.08084 -1.98241 3.35686 -0.37
F -2.04611 -2.18928 4.32442 -0.52
F 1.95057 3.47324 1.15494 -0.07
O -3.69313 -0.11767 8.41982 -0.49
O 2.03094 -3.40320 4.98290 -0.55
O 0.09266 1.30540 2.82970 -0.78
N 0.97280 4.40197 -6.39017 0.41
N -4.33455 -2.34937 -1.71395 0.81
N -4.44032 1.22023 6.64264 0.04
N 0.54602 -1.74122 4.23322 0.81
N -1.28831 2.90291 1.56285 0.01
N 5.99875 -2.72281 2.30528 0.90
C -4.11540 1.02281 8.17649 0.76
C 5.57638 -3.77245 0.10764 0.51
C 0.41171 3.28238 -4.08419 -0.40
C 6.28340 -4.64868 -0.88984 -1.68
C 0.65311 3.44520 -2.56651 0.66
C 1.10948 -3.21192 4.25521 0.80
C 1.20454 5.68394 -8.33697 -0.85
C -0.33892 5.05262 -6.58063 -0.67
C 5.10940 -3.70949 3.03936 -0.56
C 0.23371 -4.15853 3.52270 -0.85
C 6.60113 -3.24019 1.05382 -1.14
C 5.57178 -3.59801 4.50615 -0.57
C -4.42655 2.14895 9.08311 -1.06
C 1.26262 4.21678 -4.91146 -1.27
C -1.92714 -2.78851 -2.29751 -0.14
C 1.96487 2.09553 -6.76379 -0.05
C 1.99627 2.93394 -2.19079 -0.89
C 5.74651 -0.23684 1.58533 -0.71
C -4.96337 -3.59931 -2.21530 -1.08
C -6.22034 -1.23564 -0.61168 -0.93
C -5.46752 -2.16059 0.40662 -0.61
C 3.65114 1.01617 2.60179 -0.48
C 1.37018 -0.79497 5.04367 -0.35
C -4.60058 -0.06694 5.93692 -1.11
C 7.16762 -2.38306 3.31531 -0.45
C -2.46419 2.86318 2.52564 -0.96
C 5.06593 -1.48635 2.05819 -0.60
C -0.07717 -1.33509 -2.98208 -0.54
C -3.10423 -1.88708 -2.42948 -0.14
C -6.28947 -4.78424 -3.97450 -1.37
C -0.31659 1.57809 1.72463 1.31
C -4.09979 -2.47222 -0.24007 -0.23
C 4.60228 0.77612 1.38215 -0.32
C 1.94962 5.24430 -7.06787 -0.63
C 0.79722 3.02900 -6.98806 -1.12
C -0.92484 -2.53699 -3.40808 -1.06
C 7.04002 -3.46077 4.36115 -0.74
C -0.25366 5.78208 -7.96642 -0.47
C -5.36103 -1.22425 -1.85022 -0.16
C -5.34389 -3.62287 -3.67041 -0.29
C -0.18469 0.89033 0.38912 2.13
C 1.70593 0.80090 -7.50433 -1.63
B -4.35415 4.07555 5.59664 0.47
B 1.24766 4.69747 1.03141 -0.36
B -2.75038 -2.15215 3.11465 0.45
B 1.87105 -2.71796 0.61756 -0.20
B -3.32523 1.89817 -1.42769 0.05
H 1.37819 4.93059 -9.10488 0.28
H 0.48317 3.19882 -8.03328 0.76
H -6.87351 -4.55639 -4.86907 0.33
H -1.43940 -2.77585 -1.32067 0.18
H 0.41478 -0.03549 0.39839 -0.71
H -2.03992 2.81618 3.52903 0.46
H 2.06715 6.18184 -6.55644 0.48
H 4.79672 -4.34079 0.61298 0.03
H -3.05333 3.80122 2.48906 0.43
H 5.22331 -4.68838 2.56127 0.52
H 4.99179 -2.94585 -0.34293 0.05
H -0.64223 3.54634 -4.17400 0.22
H 2.92872 1.81879 2.52331 0.11
H 7.23748 -4.06196 1.35011 0.56
H -6.31361 -0.27983 -0.09271 0.45
H -0.66227 3.66734 1.77695 0.52
H 5.06901 -2.77060 5.02588 0.22
H 7.06673 -1.37350 3.69851 0.38
H -0.12544 2.91103 -2.01350 -0.61
H -4.44634 -3.68651 -4.28399 0.30
H 0.16350 1.60813 -0.35698 -0.92
H 0.79066 -1.18381 -3.61662 0.54
H -2.90618 -0.89466 -2.02143 -0.52
H -0.64611 6.79695 -7.82860 0.36
H -5.27575 -1.64970 1.33700 0.27
H 2.71485 3.44366 -2.84018 0.54
H -5.85958 -1.35435 -2.79485 0.68
H 5.21907 -4.48350 5.02248 0.52
H -0.44344 -1.66841 4.51398 0.44
H 0.44197 2.25164 -4.34409 0.43
H -0.60864 -0.37868 -3.03024 0.06
H 1.57449 1.03165 -8.55821 0.42
H 2.32280 3.94574 -4.96176 0.49
H -2.24493 -3.85150 -2.39928 0.30
H -6.83954 -4.92221 -3.04320 0.36
H -4.78409 -0.31602 -1.90924 -0.13
H 1.19835 5.22201 -4.54204 0.33
H 3.06818 0.05284 2.70928 -0.33
H -3.40497 -1.72305 0.08152 -0.33
H 6.35823 -0.38960 0.65069 0.33
H -5.76271 -5.67548 -4.08926 0.39
H 7.47975 -3.21205 5.30703 0.43
H 4.77001 -1.29963 3.09948 0.32
H 7.16351 -2.44004 0.59025 0.56
H -4.31534 -4.42760 -1.94893 0.44
H -3.74776 -3.44516 0.14748 0.35
H 4.09265 -3.46749 2.74968 -0.04
H 2.10759 1.84247 -2.30609 0.11
H -0.09137 2.60526 -6.50531 0.46
H -5.69048 -2.62936 -3.98726 0.43
H -3.76299 1.78346 6.12097 0.24
H -3.59079 -0.52884 5.80449 0.35
H 8.09961 -2.55175 2.74075 0.27
H 0.60144 4.52099 -2.36360 0.28
H -3.39796 -1.70006 -3.47094 0.60
H -4.86464 0.32025 4.95635 0.48
H 0.58515 -1.54305 3.22747 -0.25
H 1.08001 0.22899 4.82263 0.14
H 1.20701 -0.96870 6.15142 0.37
H 2.87903 4.74384 -7.13101 0.55
H 4.25777 1.17379 3.48195 0.46
H 0.35184 -1.55290 -1.98926 -0.05
H 5.53099 -4.88261 -1.68651 0.39
H -0.66000 -4.15196 4.15029 0.41
H -4.11252 2.09016 10.14796 0.33
H -0.24549 -3.36779 -3.62146 0.42
H 5.06519 1.72334 1.03055 0.51
H -1.66699 2.93582 0.62013 -0.01
H -3.05128 2.03710 2.11728 0.23
H 6.51239 -5.55815 -0.36678 0.42
H 3.88469 0.43008 0.58908 0.05
H -5.20695 1.97802 6.62254 0.47
H 2.10986 1.86358 -5.73172 0.31
H -0.85514 5.21762 -8.69172 0.31
H 7.41407 -4.36958 3.93635 0.34
H 1.61550 6.64424 -8.66567 0.44
H -7.24251 -1.56132 -0.78343 0.25
H 2.21373 3.24455 -1.14571 0.02
H -0.08609 -3.65759 2.56493 -0.07
H 4.19896 -1.77332 1.48229 0.04
H 2.85788 2.56594 -7.15889 0.19
H 6.47172 0.09513 2.33502 0.30
H -3.89422 3.02822 8.64124 0.31
H -5.90837 -3.66649 -1.62397 0.60
H -1.20841 0.66578 0.01826 -0.49
H -5.27457 -0.74633 6.47900 0.32
H -0.39335 5.80310 -5.77680 0.41
H -1.38334 -2.37177 -4.40884 0.36
H 0.59119 -5.19715 3.45248 0.36
H 0.84441 0.26094 -7.20549 0.39
H -5.46542 2.52296 8.93031 0.33
H -6.06225 -3.05647 0.58830 0.47
H 2.54189 0.09387 -7.39263 0.39
H 2.36584 -0.97392 4.68966 0.00
H 7.20081 -4.34927 -1.39008 0.35
H -1.16076 4.32411 -6.47757 0.41
```